An isolated ion of composition C2H7N2OS and charge +1 at a distorted geometry, computed with ωB97M-V/def2-TZVPD.

Each line ends with the Mulliken charge.
Positions of all 13 atoms, in Å:
C (0.609, -0.663, 1.459)  -0.7930
N (-0.376, -0.663, 0.361)  -0.1281
C (-0.354, 0.568, -0.603)  0.4168
N (0.323, 0.290, -1.858)  -0.5990
O (-0.055, 1.739, 0.058)  -0.3302
S (-1.729, 1.679, -0.413)  0.0064
H (1.508, -0.269, 0.999)  0.3534
H (0.505, -0.078, 2.426)  0.3012
H (0.895, -1.684, 1.796)  0.3501
H (-1.327, -0.640, 0.810)  0.4006
H (-0.310, -1.449, -0.236)  0.3422
H (-0.411, -0.042, -2.570)  0.3347
H (0.721, 1.212, -2.229)  0.3450

Computed properties:
max |F|: 0.069 Eh/bohr
charge: +1
energy: -18041.316 eV
SMILES: C[NH2+][C@]1(N)OS1
energy above the lowest of the compared OMol25 structures with the same formula, charge and spin: 52.4 kcal per mole
spin multiplicity: 1